Record 1
7
Properties=species:S:1:pos:R:3 method="wB97M-V/def2-TZVPD" e_homo_ev=-12.699 spin_multiplicity=1 total_energy_ha=-861.70645 homo_lumo_gap_ev=12.045 de_lowest_kcal_mol=40.7 fmax_ev_per_a=4.078 smiles="O=C(F)S(=O)(=O)F" lumo_ha=-0.02402 total_charge=0
S 0.3148 0.8324 0.0948
F -0.4291 -1.6093 0.4941
F 0.4615 0.6059 1.6937
O -0.2823 -1.1726 -1.7507
O 1.6078 1.1241 -0.3322
O -0.6960 1.7932 -0.0609
C -0.1972 -0.8799 -0.5824

Record 2
21
Properties=species:S:1:pos:R:3 method="wB97M-V/def2-TZVPD" e_homo_ev="-18.576 / -18.478" spin_multiplicity=2 total_energy_ha=-365.24067 homo_lumo_gap_ev="10.993 / 4.037" de_lowest_kcal_mol=39.0 fmax_ev_per_a=1.840 lumo_ha="-0.27867 / -0.53072" total_charge=+2
O -1.0322 1.2560 1.2931
O -0.1280 -1.5321 3.3290
N 1.2966 0.7341 -0.1356
C -1.3313 0.8321 0.0230
C 0.0016 0.0773 -0.5532
C -0.0814 -0.0427 -2.0680
C 0.9505 -1.0271 -2.6103
H -0.0330 -0.9275 -0.1163
H 0.9228 -1.9958 -2.1015
H -1.2439 0.7578 2.1270
H 1.2292 1.2950 0.7067
H -2.1011 0.0700 -0.0321
H 0.8342 -1.1956 -3.6800
H -0.0010 0.9058 -2.6167
H -1.5496 1.7486 -0.5461
H 1.9467 -0.6038 -2.4394
H 0.0212 -0.7146 3.8248
H 2.0745 0.0675 -0.1701
H 0.3377 -2.0610 3.9972
H -1.1183 -0.2901 -2.3435
H 1.5383 1.3824 -0.8991

Record 3
16
Properties=species:S:1:pos:R:3 method="wB97M-V/def2-TZVPD" e_homo_ev=-8.334 spin_multiplicity=1 total_energy_ha=-739.93614 homo_lumo_gap_ev=8.368 de_lowest_kcal_mol=141.7 fmax_ev_per_a=6.363 smiles="CN(C)N(C=O)C=S" lumo_ha=0.00126 total_charge=0
S 2.2929 -1.0365 -0.0089
O -2.5044 -0.9390 -0.3469
N -0.3087 0.6749 -0.2453
N -0.2732 -0.6409 -0.2895
C 0.7729 -1.4317 -0.1807
C -1.4307 -1.5052 -0.1006
C 0.5861 1.4985 -1.0919
C -0.2053 0.8199 1.2871
H -0.1562 2.0111 1.2616
H 0.5161 -2.5568 -0.7731
H -1.2038 0.4045 1.6327
H -1.2403 -2.7022 0.2692
H 0.4538 2.5334 -0.5412
H 1.6168 0.8624 -0.7426
H 0.2903 1.4774 -2.1321
H 0.7937 0.5303 2.0021